Record 1
{
  "formula": "C3H33N2O11",
  "method": "wB97M-V/def2-TZVPD",
  "orbital_gap_ev": 9.72,
  "homo_ev": -12.114,
  "e_above_lowest_kcal_mol": 20.4,
  "e_tot_ev": -29143.985,
  "charge": 1,
  "symbols": ["C", "C", "C", "N", "N", "H", "H", "H", "H", "H", "H", "H", "H", "H", "H", "H", "H", "H", "O", "H", "H", "O", "H", "H", "O", "H", "H", "O", "H", "H", "O", "H", "H", "O", "H", "H", "O", "H", "H", "O", "H", "H", "O", "H", "H", "O", "H", "H", "O"],
  "xyz": [[-2.83, 0.34, -1.13], [-3.15, -1.17, -0.96], [-3.18, -1.53, 0.53], [-1.82, -1.77, 1.12], [-1.53, 0.56, -0.46], [-3.64, 0.81, -0.51], [-2.82, 0.42, -2.24], [-4.09, -1.47, -1.39], [-2.37, -1.77, -1.48], [-3.79, -0.75, 1.05], [-3.86, -2.40, 0.68], [-1.30, -0.92, 1.33], [-1.07, -2.11, 0.46], [-1.88, -2.53, 1.77], [-1.50, 1.46, -0.01], [-0.67, 0.50, -1.01], [0.56, -0.15, 2.45], [1.29, -1.56, 2.49], [1.33, -0.69, 2.08], [0.42, 0.87, -3.81], [1.23, 0.47, -2.73], [0.43, 0.11, -3.18], [-1.27, 3.49, 0.99], [-2.73, 3.05, 1.15], [-1.83, 2.76, 1.33], [0.56, 2.48, -0.66], [1.19, 2.93, 0.67], [0.35, 2.98, 0.18], [2.65, 2.21, -1.35], [2.07, 0.95, -0.75], [1.90, 1.61, -1.46], [-0.16, -1.55, -2.78], [0.70, -2.78, -3.32], [0.20, -2.43, -2.57], [4.56, 1.13, 0.33], [4.37, 0.43, -1.08], [3.95, 0.66, -0.25], [0.59, -2.60, -0.97], [0.98, -1.64, 0.13], [0.49, -2.46, 0.02], [-0.42, 1.67, 2.37], [-0.80, 1.27, 3.79], [-0.59, 0.89, 2.91], [3.29, -1.30, 0.37], [3.93, -2.36, -0.26], [3.18, -1.78, -0.46], [2.31, 0.54, 1.75], [2.19, 1.64, 2.86], [2.59, 1.49, 1.99]],
  "mulliken_charge": [-0.6797, -0.4818, -0.6545, 0.1395, 0.0810, 0.3094, 0.2734, 0.4258, 0.1772, 0.2873, 0.3882, 0.0842, 0.2236, 0.4100, 0.2793, -0.0199, 0.3462, 0.2995, -0.6591, 0.3082, 0.3099, -0.6333, 0.2979, 0.2572, -0.6343, 0.3826, 0.2802, -0.6877, 0.3302, 0.4189, -0.7980, 0.3278, 0.2596, -0.6433, 0.2407, 0.2816, -0.5088, 0.4581, 0.2312, -0.6679, 0.3194, 0.2991, -0.6462, 0.2424, 0.2968, -0.5691, 0.4331, 0.2706, -0.6868]
}

=====

Record 2
{
  "formula": "C3H34NO15",
  "method": "wB97M-V/def2-TZVPD",
  "orbital_gap_ev": 10.62,
  "homo_ev": -13.198,
  "e_above_lowest_kcal_mol": 57.7,
  "e_tot_ev": -35859.031,
  "charge": 1,
  "symbols": ["O", "C", "C", "C", "O", "N", "H", "H", "H", "H", "H", "H", "H", "H", "H", "H", "O", "H", "H", "O", "H", "H", "O", "H", "H", "O", "H", "H", "O", "H", "H", "O", "H", "H", "O", "H", "H", "O", "H", "H", "O", "H", "H", "O", "H", "H", "O", "H", "H", "O", "H", "H", "O"],
  "xyz": [[0.31, 0.97, 2.39], [-0.45, 0.08, 2.09], [-0.38, -0.56, 0.72], [-0.60, -2.07, 0.50], [-0.57, -2.53, -0.83], [0.78, -0.14, -0.11], [-1.12, -0.36, 2.82], [-1.19, -0.08, 0.06], [-1.46, -2.46, 1.06], [0.32, -2.52, 0.94], [-0.96, -1.81, -1.36], [0.40, 0.38, -0.97], [1.31, 0.62, 0.30], [1.32, -0.95, -0.43], [-2.69, 0.84, 4.49], [-2.43, 2.33, 4.01], [-3.09, 1.65, 4.16], [2.99, -2.88, -1.40], [1.91, -2.92, -2.52], [2.36, -2.33, -1.90], [-1.94, 3.50, 0.10], [-1.37, 4.18, 1.36], [-1.37, 3.34, 0.87], [4.16, 1.60, -1.96], [2.65, 1.33, -1.86], [3.49, 0.90, -2.04], [2.26, 3.72, -0.12], [1.15, 3.06, 0.67], [2.00, 2.87, 0.25], [-0.30, 2.76, -0.50], [-1.35, 2.17, -1.57], [-0.43, 2.30, -1.36], [-0.25, -2.11, 4.39], [1.16, -1.61, 3.84], [0.21, -1.60, 3.72], [2.91, -2.69, 2.11], [3.85, -1.49, 2.02], [3.09, -1.90, 1.59], [-1.43, -4.71, -2.25], [-0.29, -4.34, -1.31], [-0.56, -5.01, -1.97], [2.70, 0.29, -3.93], [2.52, -1.11, -3.39], [2.07, -0.44, -3.93], [-0.88, 0.37, -2.65], [0.61, 0.23, -3.38], [0.06, 0.19, -2.56], [-5.02, 2.16, 0.82], [-3.62, 2.14, 1.56], [-4.07, 2.26, 0.72], [-3.20, 0.03, -1.31], [-2.85, 1.49, -0.63], [-2.71, 0.85, -1.33]],
  "mulliken_charge": [-0.5432, -0.0317, 1.2728, -0.9012, -0.3204, 0.4502, 0.3881, -0.4514, 0.3853, 0.3060, 0.2225, -0.1670, 0.3538, 0.2215, 0.2945, 0.3241, -0.6298, 0.2574, 0.3378, -0.6838, 0.3110, 0.2586, -0.5725, 0.2848, 0.3087, -0.6260, 0.3336, 0.2349, -0.5805, 0.3301, 0.3694, -0.6419, 0.2781, 0.2496, -0.5249, 0.2949, 0.2878, -0.5676, 0.2769, 0.3972, -0.6498, 0.3467, 0.3667, -0.7237, 0.2157, 0.2930, -0.4755, 0.2643, 0.3571, -0.6357, 0.2722, 0.1945, -0.6128]
}

=====

Record 3
{
  "formula": "C3H35N2O12",
  "method": "wB97M-V/def2-TZVPD",
  "orbital_gap_ev": 9.92,
  "homo_ev": -12.207,
  "e_above_lowest_kcal_mol": 111.5,
  "e_tot_ev": -31221.945,
  "charge": 1,
  "symbols": ["N", "C", "C", "C", "N", "H", "H", "H", "H", "H", "H", "H", "H", "H", "H", "H", "H", "H", "O", "H", "H", "O", "H", "H", "O", "H", "H", "O", "H", "H", "O", "H", "H", "O", "H", "H", "O", "H", "H", "O", "H", "H", "O", "H", "H", "O", "H", "H", "O", "H", "H", "O"],
  "xyz": [[-1.77, 0.07, 1.60], [-2.33, 0.15, 0.14], [-2.87, -1.20, -0.21], [-1.20, 0.62, -0.73], [-1.55, 2.02, -1.13], [-0.87, 0.72, 1.75], [-1.55, -0.93, 2.01], [-2.44, 0.36, 2.30], [-3.10, 1.06, 0.20], [-2.22, -1.74, -0.68], [-3.83, -1.11, -0.86], [-3.25, -1.87, 0.61], [-0.14, 0.51, -0.30], [-1.16, -0.10, -1.50], [-0.94, 2.76, -0.79], [-1.75, 2.14, -2.17], [3.31, 3.48, -1.73], [2.82, 2.22, -1.08], [2.75, 3.17, -0.92], [0.95, 5.25, 0.20], [1.08, 4.49, -1.16], [0.75, 4.42, -0.23], [0.79, -0.25, -2.40], [2.27, -0.81, -2.88], [1.77, -0.01, -2.61], [2.32, -3.73, -2.25], [1.31, -3.68, -3.36], [1.65, -3.20, -2.63], [-0.45, -2.66, 0.87], [-0.94, -3.57, 1.82], [-0.79, -2.63, 1.83], [1.12, 0.41, 2.12], [1.61, -1.00, 3.05], [1.70, -0.37, 2.34], [1.14, 3.22, 2.21], [1.01, 2.58, 0.93], [0.69, 2.52, 1.77], [-3.36, 2.81, 2.66], [-1.76, 3.17, 2.62], [-2.47, 2.47, 2.40], [2.08, -1.70, 1.12], [2.93, -1.30, 0.01], [2.59, -2.10, 0.42], [0.21, -3.15, -1.29], [1.09, -2.27, -0.42], [0.24, -2.52, -0.60], [0.62, -2.65, 2.87], [2.07, -2.97, 3.00], [1.39, -2.48, 3.50], [0.22, -0.23, -4.27], [-1.14, 0.11, -4.24], [-0.60, -0.53, -3.93]],
  "mulliken_charge": [-0.1617, 0.4632, -1.7019, -0.1895, -0.6130, 0.0315, 0.3620, 0.4915, 0.3542, 0.3966, 0.3166, 0.3831, 0.1975, 0.2629, 0.1871, 0.2052, 0.3114, 0.2974, -0.5968, 0.2322, 0.3123, -0.5579, 0.3471, 0.2961, -0.6287, 0.2719, 0.2736, -0.5458, 0.4480, 0.3942, -0.8402, 0.3557, 0.4020, -0.7987, 0.2539, 0.2636, -0.4711, 0.2787, 0.2823, -0.5732, 0.3600, 0.2933, -0.6979, 0.2900, 0.2367, -0.5026, 0.4319, 0.3691, -0.7692, 0.3193, 0.2575, -0.5811]
}

=====

Record 4
{
  "formula": "C3H38N2O15",
  "method": "wB97M-V/def2-TZVPD",
  "orbital_gap_ev": 9.67,
  "homo_ev": -9.965,
  "e_above_lowest_kcal_mol": 88.1,
  "e_tot_ev": -37418.118,
  "charge": 0,
  "symbols": ["C", "C", "N", "C", "N", "H", "H", "H", "H", "H", "H", "H", "H", "H", "H", "O", "H", "H", "O", "H", "H", "O", "H", "H", "O", "H", "H", "O", "H", "H", "O", "H", "H", "O", "H", "H", "O", "H", "H", "O", "H", "H", "O", "H", "H", "O", "H", "H", "O", "H", "H", "O", "H", "H", "O", "H", "H", "O"],
  "xyz": [[1.90, 2.44, -0.55], [1.80, 1.21, 0.51], [0.90, -1.57, 1.52], [0.37, -0.74, 0.59], [0.68, 0.42, 0.07], [0.94, 2.89, -0.58], [2.09, 2.05, -1.47], [2.55, 3.28, -0.29], [1.50, 1.67, 1.57], [2.79, 0.76, 0.56], [1.67, -1.25, 2.04], [1.14, -2.51, 1.20], [-0.60, -1.18, 0.28], [-1.19, 3.41, -0.21], [-1.12, 3.08, -1.72], [-0.92, 3.69, -1.05], [-0.23, -2.25, -3.85], [1.23, -1.71, -4.03], [0.25, -1.64, -4.35], [4.18, -1.55, 2.05], [4.23, -0.15, 2.48], [3.87, -0.71, 1.83], [3.11, -3.19, -0.46], [2.68, -1.74, -0.26], [2.97, -2.35, -0.90], [-1.63, 0.52, -3.01], [-2.78, 1.30, -3.40], [-2.52, 0.76, -2.60], [-1.20, -1.58, 3.13], [-1.23, 0.09, 3.68], [-1.66, -0.76, 3.64], [2.75, 2.22, 2.65], [2.62, 1.35, 3.73], [3.32, 1.50, 3.17], [-4.04, -1.36, 2.02], [-2.58, -0.67, 2.42], [-3.26, -0.91, 1.60], [-1.21, 1.65, 0.75], [-2.39, 2.02, 1.36], [-1.42, 2.34, 1.42], [-4.16, 0.66, 0.00], [-3.65, 1.65, -1.06], [-3.64, 1.40, -0.07], [-2.43, -3.73, -0.96], [-1.11, -4.28, -1.10], [-1.83, -4.15, -1.61], [2.92, -1.66, -2.54], [3.42, -0.56, -3.46], [2.85, -1.36, -3.40], [-0.12, -0.09, -4.04], [0.22, 0.44, -2.73], [-0.25, 0.69, -3.55], [-1.14, 2.19, 4.03], [-0.83, 1.92, 2.51], [-0.48, 1.53, 3.56], [-3.15, -1.46, -1.08], [-3.23, -1.82, 0.42], [-2.98, -2.18, -0.48]],
  "mulliken_charge": [-1.5493, 0.2950, -0.3412, -0.6263, 0.1849, 0.3943, 0.3846, 0.3577, -0.5212, 0.5946, 0.2846, 0.2476, 0.4408, 0.3854, 0.3360, -0.7324, 0.3245, 0.3970, -0.7546, 0.2501, 0.2301, -0.4887, 0.2811, 0.3415, -0.7123, 0.3113, 0.2708, -0.6079, 0.3536, 0.4572, -0.8038, 0.4566, 0.3125, -0.6632, 0.2980, 0.3417, -0.6350, 0.1560, 0.4819, -0.6729, 0.2408, 0.3057, -0.5781, 0.3536, 0.2487, -0.6054, 0.3907, 0.3036, -0.6732, 0.4977, 0.2680, -0.6903, 0.3358, 0.5152, -0.8931, 0.2209, 0.3916, -0.6925]
}